1.
Density functional theory data (ωB97M-V with the def2-TZVPD basis set) for C23H29AsF6IrN2O8P2SSi as an isolated structure.

Summary:
- Energy relative to the best compared isomer or geometry (same formula, charge and spin): 213.2 kJ/mol
- E_LUMO (alpha / beta): -1.3 / -1.6 eV
- E_HOMO (alpha / beta): -8.33 / -8.88 eV
- Frontier orbital gap (alpha / beta): 7.051 / 7.259 eV
- Calculated total energy: -5915.34713 Eh

The geometry in ORCA input format:
```
! wB97M-V def2-TZVPD RIJCOSX def2/J DEFGRID3
* xyz 0 2
Ir -0.97 0.00 -0.15
O -4.28 1.08 0.35
P -3.20 2.27 0.33
O -3.81 3.49 -0.18
O -1.88 1.80 -0.33
O -2.84 2.40 1.93
P -2.44 1.14 2.79
O -3.73 0.61 3.50
O -1.59 1.71 3.96
O -1.94 0.04 1.90
H -3.96 0.24 0.72
H -4.13 1.23 4.12
F 0.40 -0.48 -1.96
As 1.40 -1.95 -2.49
F 2.37 -3.26 -3.01
F 0.86 -2.80 -1.09
F 2.70 -1.26 -1.59
F 0.01 -2.53 -3.32
F 1.80 -0.99 -3.87
O 0.63 -0.57 0.60
Si 1.96 -0.48 1.58
C 3.41 0.39 0.79
C 3.18 1.51 -0.01
C 4.22 2.21 -0.59
C 5.53 1.79 -0.38
C 5.78 0.67 0.41
C 4.72 -0.02 0.99
C 2.41 -2.19 2.16
C 3.14 -3.02 1.30
C 3.45 -4.32 1.67
C 3.02 -4.82 2.90
C 2.29 -4.01 3.75
C 1.98 -2.71 3.38
C 1.45 0.62 3.02
C 1.97 0.51 4.34
C 1.45 1.30 5.39
C 0.42 2.15 5.19
C -0.20 2.30 3.85
C 0.50 1.56 2.78
H 2.16 1.84 -0.20
H 4.03 3.06 -1.22
H 6.35 2.32 -0.83
H 6.80 0.34 0.57
H 4.94 -0.90 1.59
H 3.47 -2.66 0.34
H 4.01 -4.96 1.00
H 3.25 -5.84 3.18
H 1.95 -4.39 4.71
H 1.38 -2.10 4.05
H 2.77 -0.19 4.55
H 1.88 1.21 6.38
H -0.01 2.72 6.00
H -0.37 3.35 3.60
H 0.14 1.74 1.77
C -1.95 -1.55 -5.32
C -1.47 -0.28 -4.63
N -2.58 0.46 -4.02
C -3.09 0.31 -2.81
S -2.52 -0.93 -1.67
N -4.13 1.05 -2.47
C -4.75 2.11 -3.26
C -5.72 1.58 -4.30
H -1.10 -2.07 -5.75
H -2.67 -1.33 -6.11
H -2.42 -2.22 -4.60
H -1.00 0.39 -5.34
H -0.74 -0.50 -3.85
H -3.03 1.15 -4.61
H -4.55 0.82 -1.57
H -3.96 2.72 -3.71
H -5.25 2.76 -2.54
H -5.23 0.91 -5.02
H -6.16 2.41 -4.86
H -6.52 1.03 -3.83
*
```

Atom-resolved charges from Löwdin, all expressed in e: 1.234 -0.158 0.241 -0.222 -0.459 -0.207 0.351 -0.041 -0.120 -0.319 0.057 0.112 -0.397 0.753 -0.219 -0.233 -0.213 -0.242 -0.226 -0.468 0.544 -0.234 -0.091 -0.081 -0.088 -0.082 -0.088 -0.215 -0.090 -0.070 -0.085 -0.087 -0.094 -0.194 -0.041 -0.069 -0.016 -0.245 -0.061 0.101 0.102 0.100 0.101 0.098 0.097 0.106 0.101 0.100 0.093 0.107 0.110 0.113 0.156 0.084 -0.081 -0.226 0.055 -0.650 0.677 0.010 -0.212 -0.071 0.081 0.073 0.068 0.127 0.050 0.127 0.092 0.124 0.120 0.067 0.079 0.081

---

2.
Density functional theory data (ωB97M-V with the def2-TZVPD basis set) for a 3-piece molecular cluster, C23H29BF9NO9PS2 overall.

Summary:
- E_LUMO: -0.1 eV
- E_HOMO: -3.94 eV
- Frontier orbital gap: 3.827 eV
- Calculated total energy: -3687.17911 Eh

The geometry in ORCA input format:
```
! wB97M-V def2-TZVPD RIJCOSX def2/J DEFGRID3
* xyz -1 1
C 4.39 2.33 1.52
P 4.62 1.01 0.24
C 5.35 2.04 -1.11
B 2.75 0.50 -0.27
S 2.90 -0.40 -2.01
C 2.25 -0.56 0.90
C 0.97 -0.22 1.67
C -0.30 -0.66 0.92
C -1.54 -0.72 1.84
C -2.82 -0.07 1.33
F -3.85 -0.96 1.46
F -2.78 0.26 0.03
C -3.33 1.17 2.15
F -4.62 1.38 1.87
F -3.23 0.88 3.46
S -2.45 2.83 1.83
F -3.67 3.61 2.49
F -3.15 2.91 0.41
F -1.19 2.10 1.19
F -1.73 2.80 3.24
F -1.77 4.22 1.55
C 1.76 1.80 -0.41
C 1.90 2.67 -1.69
C 0.82 2.40 -2.70
N -0.48 2.74 -2.30
O 1.02 1.99 -3.82
H 3.63 1.99 2.23
H 5.32 2.47 2.08
H 4.08 3.29 1.11
H 5.48 1.40 -1.99
H 4.77 2.92 -1.39
H 6.34 2.38 -0.79
H 3.84 -1.28 -1.63
H 2.09 -1.55 0.44
H 3.06 -0.71 1.63
H 0.91 0.85 1.91
H 0.97 -0.75 2.64
H -0.47 -0.01 0.07
H -0.11 -1.66 0.52
H -1.29 -0.29 2.81
H -1.80 -1.76 2.02
H 1.97 2.46 0.45
H 0.71 1.53 -0.29
H 2.85 2.50 -2.19
H 1.80 3.73 -1.43
H -1.13 2.47 -3.03
H -0.75 2.32 -1.42
C -0.56 0.10 -8.79
C -1.28 -1.01 -8.94
C -1.63 -1.93 -7.79
O -2.31 -2.91 -8.08
C -1.15 -1.61 -6.48
C -0.41 -0.49 -6.30
C -0.08 0.45 -7.46
O 0.57 1.44 -7.21
O 0.06 -0.12 -5.14
O -1.78 -1.43 -10.10
H -0.31 0.76 -9.60
H -1.38 -2.27 -5.66
H 0.55 0.73 -5.19
H -2.25 -2.26 -9.88
C -2.72 -2.71 6.96
C -1.77 -2.02 6.31
C -0.57 -2.69 5.66
O 0.20 -1.95 5.08
C -0.44 -4.12 5.77
C -1.38 -4.81 6.42
C -2.58 -4.14 7.06
O -3.38 -4.88 7.62
O -1.37 -6.12 6.59
O -1.79 -0.70 6.15
H -3.58 -2.24 7.42
H 0.42 -4.59 5.31
H -2.18 -6.33 7.09
H -0.99 -0.48 5.63
*
```

Atom-resolved charges from Löwdin, all expressed in e: -0.354 0.840 -0.368 -1.107 0.606 -0.237 -0.236 -0.173 -0.070 -0.454 0.098 0.112 -0.425 0.122 0.116 0.779 -0.134 -0.129 -0.129 -0.133 -0.107 -0.211 -0.146 -0.512 0.151 0.045 0.021 0.010 0.024 0.011 0.016 0.014 -0.187 0.068 0.063 0.097 0.094 0.092 0.120 0.109 0.131 0.079 0.042 0.080 0.118 0.096 0.065 0.063 -0.244 -0.328 0.069 0.062 -0.227 -0.307 0.123 0.123 0.095 0.129 0.133 0.094 0.111 0.069 -0.231 -0.307 0.109 0.076 -0.235 -0.315 0.092 0.111 0.119 0.134 0.137 0.116 0.120

---

3.
Density functional theory data (ωB97M-V with the def2-TZVPD basis set) for C23H29BaN5O8SeSi as an isolated structure in a non-equilibrium geometry.

Summary:
- Energy relative to the best compared isomer or geometry (same formula, charge and spin): 83.7 kJ/mol
- E_LUMO: -1.0 eV
- E_HOMO: -5.98 eV
- Frontier orbital gap: 5.027 eV
- Calculated total energy: -4485.90509 Eh

The geometry in ORCA input format:
```
! wB97M-V def2-TZVPD RIJCOSX def2/J DEFGRID3
* xyz 0 1
Ba 0.58 -0.88 -1.82
C 5.00 1.24 0.60
N 3.82 1.56 1.38
C 2.66 2.04 0.91
Se 2.25 2.55 -0.82
N 1.81 2.14 1.96
C 2.43 1.73 3.13
C 2.00 1.64 4.44
C 2.91 1.15 5.37
C 4.20 0.77 4.99
C 4.63 0.87 3.68
C 3.72 1.36 2.76
H 4.77 1.46 -0.44
H 5.24 0.19 0.71
H 5.84 1.85 0.93
H 0.88 2.50 1.85
H 1.00 1.94 4.74
H 2.62 1.07 6.41
H 4.88 0.39 5.75
H 5.63 0.57 3.38
O -1.45 0.78 -1.60
C -1.29 1.06 -2.82
O -0.26 0.74 -3.48
C -2.39 1.78 -3.55
C -2.22 2.19 -4.86
C -3.26 2.83 -5.50
C -4.48 3.08 -4.89
C -4.61 2.65 -3.58
C -3.60 2.01 -2.90
N -5.90 2.88 -2.89
O -6.75 3.51 -3.49
O -6.02 2.42 -1.78
N -3.08 3.26 -6.90
O -4.02 3.83 -7.43
O -2.01 3.06 -7.42
H -1.28 2.01 -5.37
H -5.28 3.57 -5.41
H -3.73 1.69 -1.88
C 3.37 -1.93 1.62
Si 3.25 -2.33 -0.26
C 3.00 -4.23 -0.21
C 5.09 -2.18 -0.78
H 4.10 -2.57 2.12
H 2.41 -2.07 2.14
H 3.67 -0.89 1.78
H 3.77 -4.72 0.40
H 3.04 -4.67 -1.21
H 2.03 -4.50 0.22
H 5.76 -2.63 -0.04
H 5.39 -1.14 -0.92
H 5.26 -2.69 -1.73
O -1.63 -2.41 -0.99
C -1.70 -1.97 0.13
O -0.63 -1.95 0.92
C -2.93 -1.30 0.72
N -2.75 -1.19 2.17
C -3.50 -2.33 2.73
C -4.75 -2.45 1.85
C -4.23 -2.09 0.44
H -2.93 -0.31 0.25
H -3.15 -0.32 2.50
H -0.96 -1.57 1.78
H -3.71 -2.17 3.78
H -2.88 -3.23 2.64
H -5.50 -1.74 2.18
H -5.19 -3.45 1.88
H -4.95 -1.49 -0.11
H -4.02 -2.97 -0.16
*
```

Atom-resolved charges from natural (NBO), all expressed in e: 1.746 -0.424 -0.386 0.283 -0.333 -0.549 0.105 -0.232 -0.207 -0.210 -0.226 0.177 0.256 0.232 0.208 0.435 0.221 0.219 0.221 0.231 -0.800 0.767 -0.819 -0.149 -0.141 0.079 -0.177 0.014 -0.136 0.534 -0.360 -0.377 0.521 -0.367 -0.361 0.276 0.283 0.267 -1.086 0.544 -1.085 -1.088 0.208 0.211 0.196 0.208 0.212 0.211 0.205 0.203 0.221 -0.656 0.793 -0.680 -0.187 -0.648 -0.232 -0.421 -0.421 0.265 0.379 0.525 0.216 0.192 0.206 0.226 0.230 0.230